Record 1
DFT (ωB97M-V/def2-TZVPD) results for a 2-piece molecular cluster, CH3ClN3O overall.

HOMO-LUMO gap ... 8.307 eV
Highest occupied orbital energy ... -15.7 eV
Energy above the lowest of the compared OMol25 structures with the same formula, charge and spin ... 2.068 eV
Charge ... +1

CARTESIAN COORDINATES (ANGSTROEM)
C  -0.2863  0.3893  2.0162
N  1.1170  0.8508  -0.8388
N  0.5076  0.1803  1.1630
N  1.1728  0.0337  0.0447
O  -1.7305  -0.3199  -0.2268
Cl  2.1583  -1.4143  0.0956
H  -2.5099  -0.8556  0.0711
H  1.7105  0.6471  -1.5745
H  -2.1396  0.4886  -0.7504


Record 2
DFT (ωB97M-V/def2-TZVPD) results for an isolated molecule of CH3ClO2S2.

Multiplicity ... 3
HOMO-LUMO gap (alpha / beta) ... 6.819 / 7.549 eV
⟨S²⟩ ... 2.01
Highest occupied orbital energy (alpha / beta) ... -7.0 / -10.8 eV
Charge ... 0

CARTESIAN COORDINATES (ANGSTROEM)
C  0.9443  0.5918  -0.7616
O  -1.7015  0.2735  -0.5638
O  -0.3189  0.7853  1.4456
S  -0.1374  -1.9643  0.7271
S  -0.4833  0.1247  0.2360
Cl  -1.6381  -1.7143  2.0495
H  0.7657  1.7032  -1.1404
H  1.9573  0.3071  -0.3998
H  0.6119  -0.1070  -1.5927


Record 3
DFT (ωB97M-V/def2-TZVPD) results for an isolated molecule of CH3ClOS.

Multiplicity ... 3
HOMO-LUMO gap (alpha / beta) ... 6.020 / 6.906 eV
⟨S²⟩ ... 2.01
Highest occupied orbital energy (alpha / beta) ... -5.7 / -9.5 eV
Energy above the lowest of the compared OMol25 structures with the same formula, charge and spin ... 1.528 eV
Charge ... 0

CARTESIAN COORDINATES (ANGSTROEM)
C  -0.7305  0.5422  -0.4407
O  1.6198  -0.4776  0.8897
S  1.2191  -0.3930  -0.6980
Cl  -1.8812  -0.6218  0.0925
H  -0.5237  1.3091  0.2909
H  -0.9232  0.8918  -1.4452
H  1.2198  -1.2507  1.3107


Record 4
DFT (ωB97M-V/def2-TZVPD) results for CH3F2NO2S as an isolated structure.

HOMO-LUMO gap ... 8.043 eV
Highest occupied orbital energy ... -9.8 eV
Energy above the lowest of the compared OMol25 structures with the same formula, charge and spin ... 2.220 eV
Charge ... 0

CARTESIAN COORDINATES (ANGSTROEM)
C  -1.9566  -0.2641  0.2589
N  2.0072  0.2318  -0.9401
O  2.1604  0.3917  1.4172
O  -0.5424  -0.3676  0.1553
F  -2.2804  0.9080  0.9593
F  -2.5481  -1.2987  0.9098
S  1.6622  -0.5515  0.4923
H  -2.5868  -0.1668  -0.7432
H  1.6278  0.0527  -1.8297
H  2.4566  1.0644  -0.6800


Record 5
DFT (ωB97M-V/def2-TZVPD) results for CH3F2NO3S2 as an isolated structure.

HOMO-LUMO gap ... 10.143 eV
Highest occupied orbital energy ... -10.4 eV
Energy above the lowest of the compared OMol25 structures with the same formula, charge and spin ... 0.000 eV
Charge ... 0

CARTESIAN COORDINATES (ANGSTROEM)
C  -2.9378  -0.1802  -0.1059
N  0.9128  0.4458  -0.1609
O  1.8543  -1.4929  0.3598
O  3.1330  0.2989  -1.1678
O  -2.0401  -0.6554  -0.7735
F  -0.3931  -1.1596  1.4686
F  2.3812  2.1361  0.3958
S  0.4748  -1.1319  -0.0411
S  2.6200  0.4248  0.1210
H  -3.2340  0.8841  -0.2197
H  -3.2755  -0.7474  0.7420
H  0.5045  1.1775  -0.6184


Record 6
DFT (ωB97M-V/def2-TZVPD) results for a 2-piece molecular cluster, CH3F2OP overall.

HOMO-LUMO gap ... 10.318 eV
Highest occupied orbital energy ... -11.0 eV
Energy above the lowest of the compared OMol25 structures with the same formula, charge and spin ... 2.358 eV
Charge ... 0

CARTESIAN COORDINATES (ANGSTROEM)
C  0.5228  -0.2820  -0.9386
O  0.6417  -0.2536  0.4742
F  -2.2160  0.4664  0.4501
F  -0.1413  1.0950  2.3069
P  -0.4225  -0.3068  1.6189
H  1.5146  -0.2362  -1.3371
H  0.0811  0.7683  -1.3350
H  0.0196  -1.2511  -1.2392


Number 1: E_tot -739.09594 Eh, maximum force 0.06308 hartree/bohr. Number 2: E_tot -1446.78221 Eh, maximum force 0.08061 hartree/bohr. Number 3: E_tot -973.33870 Eh, maximum force 0.04306 hartree/bohr. Number 4: E_tot -842.96196 Eh, maximum force 0.07404 hartree/bohr. Number 5: E_tot -1316.37385 Eh, maximum force 0.08606 hartree/bohr. Number 6: E_tot -656.21601 Eh, maximum force 0.07297 hartree/bohr.